No. 1
{
  "formula": "C4H8ClN",
  "method": "the ωB97M-V functional and the def2-TZVPD basis",
  "elements": ["C", "C", "C", "C", "H", "H", "H", "H", "H", "H", "H", "H", "N", "Cl"],
  "positions_angstrom": [[0.01322, 0.11733, -0.10042], [1.18100, -0.82198, -0.39737], [-1.52639, -0.21585, -0.48274], [-1.00778, -0.13978, 0.96888], [1.24539, 1.57248, -1.13768], [0.81578, 2.04532, 0.86173], [1.22133, -1.91092, -0.01456], [1.21296, -1.01046, -1.47482], [-1.67226, -1.27442, -0.65280], [-2.33978, 0.68606, -0.55885], [-1.31215, 0.61025, 1.71127], [-0.98582, -1.21896, 1.35009], [0.36526, 1.53652, -0.27941], [2.78925, 0.02440, 0.20666]],
  "forces_ev_per_angstrom": [[-1.2, 1.3, 0.5], [0.6, -1.3, 0.2], [0.3, 2.5, 2.1], [0.5, -2.5, 0.4], [-3.3, 0.2, 3.8], [-1.3, -2.3, -4.9], [-0.4, 2.0, 0.2], [0.7, 0.7, 0.0], [-0.7, 0.3, -0.9], [2.4, -2.6, -1.0], [0.2, -0.2, -0.7], [0.3, 1.8, 0.1], [3.4, 1.5, 0.8], [-1.3, -1.5, -0.7]],
  "charge": 0,
  "relative_energy_kj_mol": 348.4,
  "spin_multiplicity": 1,
  "e_homo_ha": -0.33296
}

No. 2
{
  "formula": "C7H8N2O",
  "method": "the ωB97M-V functional and the def2-TZVPD basis",
  "elements": ["C", "C", "C", "C", "C", "C", "C", "N", "N", "O", "H", "H", "H", "H", "H", "H", "H", "H"],
  "positions_angstrom": [[-3.47882, -0.31463, -0.00646], [-2.64257, -1.38552, -0.13577], [-2.73048, 0.80288, 0.11654], [-0.28544, 1.05875, 0.18908], [3.04791, 0.21476, -0.70198], [2.89935, 0.04966, 0.84365], [1.92354, -0.49335, -0.11773], [-1.38229, -1.00087, -0.08198], [-1.43267, 0.33592, 0.09557], [-0.18522, 2.22536, 0.34347], [-4.40983, -0.52382, -0.34303], [-3.05230, -2.35542, -0.42469], [-2.89304, 1.93846, 0.31843], [2.92999, 1.09996, -1.22037], [3.70491, -0.55242, -1.04456], [3.60591, -0.51815, 1.37349], [2.67837, 0.95191, 1.24888], [1.70269, -1.53346, -0.45252]],
  "forces_ev_per_angstrom": [[0.0, 1.2, -0.2], [1.7, -0.6, -0.5], [0.3, 2.7, 0.9], [2.2, -0.4, -0.2], [0.1, -2.1, 1.8], [-0.2, -0.9, -2.8], [-1.6, -0.6, 0.0], [0.4, -1.2, -0.1], [-1.0, -0.7, 0.1], [-0.1, 0.1, 0.1], [-3.4, 0.5, -0.1], [1.0, 0.0, 0.4], [0.1, -2.5, -0.7], [0.1, 1.8, -0.7], [0.8, 0.1, -1.0], [0.7, -0.9, 0.5], [-0.9, 2.4, 1.6], [-0.2, 1.0, 0.9]],
  "charge": 0,
  "relative_energy_kj_mol": 612.4,
  "spin_multiplicity": 1,
  "e_homo_ha": [-0.30326, -0.31776]
}

No. 3
{
  "formula": "C16H16ClFN2OS",
  "method": "the ωB97M-V functional and the def2-TZVPD basis",
  "elements": ["C", "O", "C", "C", "C", "C", "Cl", "C", "C", "N", "C", "S", "N", "C", "C", "C", "C", "C", "C", "F", "C", "C", "H", "H", "H", "H", "H", "H", "H", "H", "H", "H", "H", "H", "H", "H", "H", "H"],
  "positions_angstrom": [[-4.03055, -1.23267, -4.36133], [-3.23212, -0.96574, -3.23219], [-2.54910, 0.21332, -3.18050], [-2.53289, 1.17404, -4.17708], [-1.80521, 2.34583, -4.02121], [-1.11710, 2.56466, -2.84467], [-0.23518, 4.03502, -2.61727], [-1.12585, 1.62320, -1.82578], [-1.81389, 0.42823, -1.99242], [-1.88153, -0.55595, -1.01501], [-0.96996, -0.93177, -0.07198], [-1.45492, -1.97492, 1.11488], [0.29171, -0.47839, -0.17626], [1.29127, -0.72811, 0.83083], [1.21882, 0.30008, 1.97322], [2.16785, -0.08051, 3.07097], [3.41259, 0.52401, 3.18474], [4.29685, 0.14585, 4.17963], [3.91866, -0.85202, 5.05768], [4.77637, -1.22712, 6.03184], [2.68746, -1.47583, 4.96763], [1.81704, -1.08337, 3.96836], [-4.49235, -2.19964, -4.16958], [-4.81045, -0.47583, -4.48765], [-3.42761, -1.29413, -5.27219], [-3.07890, 1.02296, -5.09381], [-1.79038, 3.08196, -4.80792], [-0.63451, 1.84810, -0.89279], [-2.70430, -1.14460, -1.05813], [0.53049, 0.11642, -0.95423], [2.27582, -0.70459, 0.36038], [1.11410, -1.72581, 1.24152], [1.45593, 1.29393, 1.58872], [0.19580, 0.30500, 2.35410], [3.69576, 1.30420, 2.49325], [5.26444, 0.61169, 4.28003], [2.42515, -2.25011, 5.67094], [0.85067, -1.55739, 3.88329]],
  "forces_ev_per_angstrom": [[-0.2, -0.1, -0.2], [0.3, 0.2, 0.3], [0.1, 0.0, 0.1], [-0.1, -0.2, 0.1], [0.1, 0.1, 0.2], [-0.1, -0.2, -0.2], [0.1, 0.2, 0.0], [-0.1, -0.1, -0.1], [0.0, 0.2, -0.4], [-0.3, -0.1, -0.2], [0.2, -0.1, 0.0], [-0.3, -0.4, 0.5], [-0.3, 0.3, -0.5], [0.1, 0.1, 0.4], [0.0, -0.3, -0.1], [-0.1, 0.1, -0.1], [-0.1, -0.1, 0.1], [0.1, -0.2, 0.2], [-0.1, 0.1, -0.1], [-0.1, 0.0, -0.1], [0.2, 0.0, 0.1], [0.1, 0.1, 0.0], [0.0, 0.1, -0.1], [0.0, 0.0, 0.0], [0.0, 0.0, 0.0], [-0.1, -0.1, -0.1], [0.0, 0.1, -0.1], [0.0, 0.0, 0.1], [0.2, 0.0, 0.2], [0.0, -0.1, 0.0], [0.0, 0.0, 0.0], [0.1, 0.1, -0.1], [0.0, 0.0, 0.0], [0.0, 0.1, -0.1], [0.0, 0.1, -0.1], [0.1, 0.0, 0.0], [0.0, -0.1, 0.1], [-0.1, -0.1, 0.0]],
  "smiles": "COc1ccc(Cl)cc1NC(=S)NCCc1ccc(F)cc1",
  "charge": 0,
  "relative_energy_kj_mol": 91.9,
  "spin_multiplicity": 1,
  "e_homo_ha": -0.30044
}

No. 4
{
  "formula": "C27H26BrHoN4O5S4",
  "method": "the ωB97M-V functional and the def2-TZVPD basis",
  "elements": ["Ho", "C", "S", "C", "S", "N", "N", "C", "C", "C", "C", "C", "C", "N", "H", "H", "H", "H", "H", "H", "H", "H", "C", "C", "S", "C", "C", "S", "H", "H", "H", "H", "H", "H", "C", "O", "C", "C", "C", "C", "C", "C", "O", "C", "O", "C", "H", "H", "H", "H", "H", "H", "H", "H", "H", "Br", "C", "C", "N", "C", "C", "C", "C", "O", "O", "H", "H", "H"],
  "positions_angstrom": [[0.95836, -0.11376, -0.17891], [5.96171, -1.94175, -1.03802], [6.24689, -0.20380, -0.59378], [4.51455, 0.29286, -0.42874], [3.49998, 0.10882, -1.76249], [4.26690, 0.76680, 0.76928], [2.95799, 0.97176, 1.09278], [2.79474, 1.90134, 1.94265], [1.47461, 2.22002, 2.48891], [1.33937, 3.21909, 3.44749], [0.07906, 3.52560, 3.93091], [-1.00987, 2.82206, 3.44721], [-0.77712, 1.82153, 2.51204], [0.42868, 1.52715, 2.04313], [6.94325, -2.39914, -1.18054], [5.37939, -1.98767, -1.95797], [5.40635, -2.44283, -0.24648], [3.65675, 2.48093, 2.26209], [2.22187, 3.74226, 3.79874], [-0.04978, 4.29968, 4.67825], [-2.01720, 3.03029, 3.78248], [-1.59495, 1.22734, 2.12616], [0.99429, -4.69591, -2.75995], [1.19072, -3.64393, -1.67343], [-0.05995, -2.40031, -1.60064], [2.24216, -3.70838, -0.84204], [3.27447, -4.81311, -0.96855], [2.55491, -2.56371, 0.45921], [0.10155, -4.45696, -3.33738], [0.86303, -5.70226, -2.33954], [1.84552, -4.73804, -3.45094], [2.87212, -5.71564, -1.43796], [3.65560, -5.07439, 0.02359], [4.13749, -4.48134, -1.56428], [-6.23801, 0.76815, -0.51712], [-6.07729, -0.22000, 0.47929], [-4.79128, -0.57044, 0.78417], [-4.65788, -1.50019, 1.83633], [-3.39429, -1.88921, 2.19852], [-2.23018, -1.38855, 1.58665], [-0.90750, -1.76157, 2.05617], [-0.68242, -2.88100, 3.04355], [0.11164, -1.19638, 1.67970], [-2.36407, -0.43615, 0.51709], [-1.39008, 0.10835, -0.08122], [-3.69596, -0.07058, 0.13305], [-7.30502, 0.96996, -0.58162], [-5.87690, 0.42311, -1.48905], [-5.71004, 1.68892, -0.25524], [-5.54382, -1.87325, 2.33463], [-3.29857, -2.59368, 3.01533], [-1.55160, -3.50932, 3.22929], [-0.32651, -2.45280, 3.98462], [0.13237, -3.47780, 2.62443], [-3.77188, 0.62635, -0.68938], [-1.11321, 7.07406, -2.20449], [-0.91985, 5.29459, -2.85920], [-1.38686, 4.99393, -4.12629], [-1.29098, 3.77327, -4.64453], [-0.72313, 2.82382, -3.89230], [-0.22842, 3.05271, -2.61394], [-0.32708, 4.32077, -2.08073], [0.39017, 1.93348, -1.80832], [0.39880, 0.78719, -2.29442], [0.86450, 2.21651, -0.67252], [-1.85307, 5.75659, -4.74035], [-0.65174, 1.82607, -4.30886], [0.05670, 4.50848, -1.08653]],
  "forces_ev_per_angstrom": [[0.6, -4.4, -0.3], [-1.0, -0.9, -0.5], [-0.3, 0.1, 0.4], [-0.5, -0.1, -0.2], [0.0, 0.2, 1.1], [1.4, -1.1, -0.5], [0.2, 0.9, -0.9], [-0.3, 1.5, 1.0], [0.1, -1.2, -1.3], [-0.1, 0.1, 0.5], [0.2, -0.2, 0.0], [0.0, -0.3, -0.1], [-0.4, -0.1, 0.2], [-0.1, 0.3, -0.1], [-0.9, 0.5, 0.2], [1.1, 0.1, 1.0], [0.9, 0.5, -0.8], [-0.3, -0.4, 0.0], [-0.1, 0.1, 0.0], [0.0, 0.1, 0.0], [0.0, 0.0, 0.0], [0.2, 0.3, 0.0], [-1.9, -0.9, -2.5], [-2.3, 1.7, 2.5], [2.7, -0.7, -0.2], [-0.9, 2.5, 0.2], [3.8, -0.9, 1.2], [-0.2, -0.9, -2.6], [1.9, -0.9, 1.2], [0.2, 1.8, -1.0], [-1.7, 0.0, 1.2], [0.9, 1.8, 1.3], [-1.1, 0.1, -2.3], [-1.7, -1.2, 1.1], [0.1, 0.0, -0.2], [-0.2, 0.0, -0.1], [-0.3, -0.5, 1.0], [-0.1, -0.7, 1.5], [-1.2, -1.3, 1.9], [-2.5, -0.8, -2.1], [2.7, 4.0, -0.7], [3.2, -2.8, 0.4], [-1.2, -0.2, 1.7], [-1.1, 0.4, -0.8], [-0.5, 0.2, -0.3], [1.9, 0.8, -1.6], [0.1, 0.0, 0.0], [-0.1, 0.1, 0.2], [-0.1, 0.0, 0.0], [0.4, 0.2, -0.2], [-0.1, 0.4, -0.3], [1.2, 0.8, 0.0], [-0.7, -0.7, -1.0], [-1.8, 1.0, 0.8], [0.3, -0.4, 0.4], [0.1, -0.4, -0.2], [0.1, -1.6, -1.0], [0.0, 0.4, 0.3], [0.1, -0.3, 0.1], [-0.2, 0.0, -0.4], [-0.2, -0.8, -1.5], [0.2, 1.9, 2.2], [0.1, 0.5, 0.3], [-0.3, 0.1, -0.3], [-0.2, 0.0, -0.4], [-0.2, 0.4, -0.3], [0.0, 0.4, 0.2], [-0.2, 0.6, 0.4]],
  "charge": -2,
  "relative_energy_kj_mol": 0.0,
  "spin_multiplicity": 5,
  "e_homo_ha": [0.00017, 0.13090]
}